1.
{"formula": "C6H16BBr4IO3P2S", "method": "ωB97M-V with the def2-TZVPD basis set", "elements": ["C", "C", "B", "O", "P", "I", "P", "O", "O", "S", "H", "H", "H", "H", "H", "H", "H", "H", "Br", "C", "C", "Br", "H", "H", "H", "H", "Br", "C", "C", "Br", "H", "H", "H", "H"], "positions_angstrom": [[5.05730, -2.17672, 1.92307], [4.48987, -1.06985, 1.02839], [3.02263, -0.75156, 1.43516], [2.69578, 0.47208, 1.89821], [1.69438, -2.13005, 1.40585], [1.96218, -3.43691, -0.62734], [-0.25945, -1.14931, 1.13596], [-0.83244, -1.18826, 2.59829], [-1.16743, -2.18447, 0.36433], [-0.25707, 0.58947, 0.33415], [4.37767, -2.99558, 2.00643], [6.01711, -2.50361, 1.59690], [5.16148, -1.78209, 2.90900], [5.07003, -0.19411, 1.19414], [4.56573, -1.33778, -0.00575], [3.09560, 0.62574, 2.76230], [-0.50427, -1.99234, 3.02524], [-0.69968, -2.49206, -0.42261], [-0.86841, 3.23714, -4.02454], [-1.21424, 4.32254, -2.44953], [0.04600, 4.88232, -1.85912], [1.05352, 3.53058, -0.89338], [-1.75208, 3.68730, -1.75529], [-1.86080, 5.12843, -2.78447], [-0.19435, 5.64612, -1.12474], [0.71204, 5.29069, -2.60933], [-7.13299, -0.87652, -0.97603], [-5.42951, -1.81596, -1.02634], [-4.28891, -0.93852, -0.59150], [-3.79369, 0.34231, -1.96641], [-5.30648, -2.18282, -2.03775], [-5.54220, -2.65443, -0.34521], [-3.39672, -1.53431, -0.41686], [-4.52063, -0.36746, 0.29882]], "atomic_forces_ev_per_a": [[-0.375, 0.569, -0.301], [-0.276, -0.793, 0.774], [0.465, 0.091, -1.261], [-0.817, 0.084, 1.155], [-0.414, -0.676, 0.346], [0.067, 0.176, 0.024], [0.837, 2.085, -1.249], [-0.158, -0.363, 0.923], [-0.300, -1.154, -0.063], [-0.039, -0.235, 0.183], [-0.311, -0.864, -0.096], [0.702, -0.402, -0.269], [0.215, 0.220, 0.903], [0.542, 0.928, -0.119], [-0.010, -0.218, -0.749], [0.236, 0.601, -0.175], [-0.268, -0.045, 0.361], [-0.144, -0.134, -0.346], [0.003, -0.031, 0.030], [-0.109, -0.058, -0.214], [0.161, -0.067, 0.238], [0.053, 0.093, -0.076], [-0.019, -0.021, 0.084], [-0.029, 0.045, -0.022], [-0.028, 0.045, 0.012], [-0.005, 0.060, -0.080], [0.016, -0.011, -0.055], [-0.162, 0.053, 0.133], [0.187, 0.024, -0.165], [-0.024, 0.029, 0.000], [0.034, -0.017, -0.078], [0.021, -0.033, 0.052], [-0.013, -0.007, 0.017], [-0.036, 0.026, 0.085]], "lowdin_charge": [-0.11, -0.21, -0.84, 0.08, 0.45, 0.49, -0.12, -0.23, -0.28, 0.27, 0.04, 0.07, 0.07, 0.09, 0.08, 0.12, 0.06, -0.01, 0.60, -0.70, -0.70, 0.60, 0.05, 0.06, 0.06, 0.05, 0.60, -0.70, -0.70, 0.60, 0.05, 0.06, 0.03, 0.05], "e_tot_ha": -12163.5641, "e_lumo_ev": -0.792, "charge": 0, "homo_energy_ev": -8.5, "smiles": "CCB(O)P(I)P(O)(O)=S.BrCCBr.BrCCBr", "orbital_gap_ev": 7.72}

---

2.
{"formula": "C6H16BCuNNbO3", "method": "ωB97M-V with the def2-TZVPD basis set", "elements": ["C", "C", "C", "Nb", "N", "C", "O", "B", "O", "O", "C", "C", "H", "H", "H", "H", "H", "H", "H", "H", "H", "H", "H", "H", "H", "H", "H", "H", "Cu"], "positions_angstrom": [[3.63678, -0.52014, 1.28638], [3.54596, 0.40200, 0.07880], [2.13661, 0.76479, -0.43454], [0.60657, -0.78039, -0.23634], [-1.06692, -2.20812, -0.13123], [-1.47424, -2.38920, -1.22054], [-1.90616, -2.59441, -2.33230], [-1.07597, 0.82173, -0.88233], [-0.55909, 2.00194, -1.31775], [-2.37324, 0.49323, -0.78847], [-3.18676, 1.25278, 0.16666], [-3.29629, 0.50610, 1.47526], [3.60855, -1.55814, 0.98195], [4.59576, -0.39000, 1.76989], [2.85119, -0.33097, 2.00716], [4.01397, 1.34052, 0.35578], [4.12792, 0.01462, -0.74528], [1.79366, 1.65810, 0.08274], [2.18394, 1.01629, -1.49614], [0.40148, -0.33682, 1.54502], [1.75662, -2.16309, -0.12821], [0.60065, -1.10509, -2.06135], [-0.31885, 2.60417, -0.60315], [-2.72740, 2.21974, 0.32408], [-4.14626, 1.37253, -0.30849], [-3.15120, -0.55064, 1.29700], [-4.27229, 0.63805, 1.91867], [-2.54633, 0.82953, 2.18389], [-3.75869, -3.00910, -2.78717]], "atomic_forces_ev_per_a": [[0.282, -0.121, -0.344], [-0.255, 0.366, 0.136], [-0.045, -0.486, 0.614], [0.375, 0.695, 1.973], [0.515, 0.371, 0.276], [-0.276, -0.152, -0.307], [-0.606, -0.228, -0.234], [0.059, -0.549, -1.696], [-0.250, 0.366, 0.706], [-0.043, -0.019, 0.870], [0.011, -0.199, -0.287], [0.094, -0.142, -0.149], [-0.234, -0.335, -0.027], [0.178, 0.091, 0.276], [-0.170, 0.105, 0.252], [0.171, 0.261, -0.007], [0.148, -0.277, -0.187], [-0.111, 0.264, 0.067], [-0.365, -0.043, -0.343], [0.178, 0.107, 0.261], [-0.286, -0.240, -1.483], [0.451, -0.585, -0.155], [0.254, 0.292, -0.254], [-0.067, 0.377, -0.166], [-0.263, 0.146, -0.156], [-0.036, -0.323, -0.012], [-0.243, 0.133, 0.164], [0.206, 0.050, 0.209], [0.327, 0.077, 0.004]], "mulliken_spin": [0.02, -0.01, 0.05, -0.31, 0.03, 0.01, 0.00, 0.06, 0.06, 0.08, 0.00, 0.01, 0.00, 0.00, 0.00, 0.01, 0.00, 0.00, 0.05, 0.31, 0.16, 0.45, 0.00, 0.00, 0.00, 0.00, 0.00, 0.00, 0.00], "e_tot_ha": -2240.4633, "spin_multiplicity": 2, "e_lumo_ev": [-5.459, -7.008], "charge": 1, "s2": 1.1434, "homo_energy_ev": [-11.4, -11.5], "orbital_gap_ev": [5.99, 4.49]}

---

3.
{"formula": "C6H16Br3N5O10", "method": "ωB97M-V with the def2-TZVPD basis set", "elements": ["C", "N", "O", "O", "H", "H", "H", "C", "N", "O", "O", "H", "H", "H", "C", "N", "O", "O", "H", "H", "H", "C", "N", "O", "O", "H", "H", "H", "C", "N", "O", "O", "H", "H", "H", "C", "Br", "Br", "Br", "H"], "positions_angstrom": [[-0.69860, -2.83209, 4.01856], [-0.14284, -1.58907, 3.44326], [-0.89976, -0.79256, 2.99612], [1.05138, -1.42747, 3.56102], [-1.27848, -2.51048, 4.84810], [0.04253, -3.48009, 4.39786], [-1.26812, -3.39506, 3.24704], [2.51208, 3.64749, 3.76894], [1.31493, 3.72567, 2.86004], [0.26063, 3.32926, 3.27458], [1.56507, 4.13840, 1.73106], [3.43305, 3.94659, 3.21529], [2.60379, 2.63061, 4.07962], [2.36511, 4.28738, 4.64879], [-3.92644, -1.83349, -3.52377], [-4.21761, -1.42342, -2.15136], [-3.74307, -2.04423, -1.27033], [-4.82325, -0.37542, -2.04999], [-4.83859, -2.32128, -3.87575], [-3.07720, -2.46138, -3.44524], [-3.72228, -0.90159, -4.08960], [1.10405, -1.26511, -4.09146], [0.32296, -2.49572, -4.33307], [0.64320, -3.54574, -3.88214], [-0.72169, -2.33150, -4.98616], [0.98197, -0.62053, -5.01199], [2.10477, -1.51735, -3.87508], [0.59092, -0.78627, -3.27012], [-1.56937, 1.50132, 0.06693], [-0.87380, 0.60228, -0.88463], [0.00776, -0.09851, -0.41246], [-1.21312, 0.61220, -2.04542], [-2.55255, 1.83770, -0.29585], [-0.94791, 2.40065, 0.27755], [-1.72945, 0.89882, 0.94505], [4.35142, 1.23926, 0.42504], [3.39111, 1.81933, -1.16512], [3.12792, 0.40560, 1.62953], [5.44428, 2.52249, 1.25112], [5.02521, 0.50332, -0.02594]], "atomic_forces_ev_per_a": [[-0.893, -0.721, -1.136], [1.099, -0.965, 0.908], [-1.318, 1.034, -0.866], [0.761, 0.077, -0.146], [-0.955, 0.187, 0.449], [1.241, -0.322, 0.148], [0.100, 0.795, 0.572], [0.726, 0.889, -0.127], [1.907, 0.256, -0.668], [-0.532, 0.034, 0.010], [-0.803, -0.230, 0.571], [-1.038, -0.164, 0.312], [-0.082, -0.693, 0.217], [-0.205, -0.174, -0.384], [-0.602, 0.755, -0.784], [-0.105, 2.248, -1.752], [0.692, -1.578, 2.324], [-0.665, 0.242, 0.565], [0.355, -0.061, -0.216], [0.614, -0.758, -0.412], [-0.172, -0.796, 0.285], [-1.075, 0.962, -1.429], [-2.281, 1.023, -1.543], [1.002, -1.104, 0.784], [0.913, 0.013, 0.520], [0.273, -0.829, 1.131], [1.019, -0.249, 0.294], [0.069, 0.232, 0.342], [-0.558, 0.934, 0.347], [0.311, -0.027, 0.583], [-0.332, 0.273, -0.429], [0.006, -0.089, -0.480], [0.585, -0.348, -0.367], [-0.161, -0.893, -0.132], [0.222, 0.048, 0.474], [-0.097, -1.047, -1.197], [0.025, 0.417, 0.139], [-0.049, -0.141, 0.212], [0.300, 0.723, 0.231], [-0.296, 0.048, 0.649]], "lowdin_charge": [0.05, -0.46, 0.09, 0.03, 0.09, 0.08, 0.12, 0.02, -0.45, 0.07, 0.03, 0.08, 0.07, 0.10, 0.04, -0.49, 0.09, 0.05, 0.11, 0.07, 0.12, 0.05, -0.45, 0.09, 0.02, 0.13, 0.08, 0.07, 0.05, -0.44, 0.03, 0.06, 0.10, 0.11, 0.08, -1.67, 0.56, 0.62, 0.63, -0.03], "e_tot_ha": -8985.9304, "e_lumo_ev": 0.099, "charge": 0, "homo_energy_ev": -10.2, "orbital_gap_ev": 10.33}

---

4.
{"formula": "C6H16F2Li4NO2", "method": "ωB97M-V with the def2-TZVPD basis set", "elements": ["Li", "Li", "Li", "Li", "F", "F", "C", "C", "O", "H", "H", "H", "H", "H", "C", "C", "C", "O", "C", "N", "H", "H", "H", "H", "H", "H", "H", "H", "H", "H", "H"], "positions_angstrom": [[-2.18077, 3.05462, 2.25024], [-1.26245, 1.02066, 0.39888], [-1.02368, 3.75703, -0.25844], [-3.52295, 2.56274, -0.26964], [-3.18503, 1.48537, 1.36940], [-0.39012, 2.61091, 1.23264], [-1.73979, 0.07050, -2.88767], [-1.50712, 1.53003, -2.53582], [-1.81589, 2.08376, -1.29602], [-1.63257, 0.03969, -3.97195], [-2.71843, -0.36278, -2.68122], [-0.95018, -0.58520, -2.52071], [-2.08115, 2.22537, -3.14827], [-0.45494, 1.74153, -2.72632], [1.39692, -0.06005, -0.60996], [0.69416, -1.16030, 0.24054], [1.37650, -1.13830, 1.69122], [2.78087, -1.56497, 1.65184], [3.24104, -2.39575, 2.71424], [-0.75289, -0.93291, 0.27879], [0.97832, 0.10655, -1.60249], [2.44007, -0.28119, -0.83586], [1.39143, 0.94173, -0.18043], [0.88304, -2.17405, -0.11262], [0.82646, -1.89568, 2.24973], [1.30918, -0.24302, 2.30932], [3.00871, -1.97482, 3.69248], [4.32907, -2.33901, 2.68151], [2.92190, -3.42811, 2.57117], [-1.24963, -1.51436, 0.93854], [-1.11005, -1.17994, -0.63308]], "atomic_forces_ev_per_a": [[0.557, -1.694, -0.108], [-0.251, 0.511, 0.007], [0.971, -1.639, -0.362], [0.478, -1.760, -0.178], [0.675, 2.082, -0.528], [-1.790, 1.112, -0.225], [-0.011, 0.078, -0.262], [-0.166, 1.608, -0.712], [-0.735, 0.440, 3.545], [-0.004, -0.093, -0.125], [-0.073, 0.227, 0.303], [-0.079, 0.013, 0.188], [0.097, -0.685, -1.357], [0.278, -0.113, -0.310], [-0.077, -0.311, -0.666], [2.204, 1.113, 1.202], [0.278, -1.810, -0.068], [-1.378, 0.719, -0.758], [0.252, 0.719, -0.298], [-0.030, 0.702, 0.171], [-0.439, -0.406, -0.108], [0.024, -0.311, 0.444], [-0.172, -0.137, 0.648], [0.370, 0.120, -0.309], [-0.136, -0.253, 0.247], [-0.131, 0.546, -0.602], [-0.535, -0.212, 0.126], [0.003, -0.223, -0.293], [-0.163, -0.009, 0.280], [0.177, -0.274, 0.231], [-0.192, -0.058, -0.122]], "lowdin_charge": [0.81, 0.63, 0.79, 0.78, -0.73, -0.72, -0.08, -0.45, -0.58, 0.09, 0.08, 0.05, 0.10, 0.10, -0.04, -0.36, -0.14, -0.21, -0.10, -0.01, 0.05, 0.09, 0.07, 0.14, 0.11, 0.12, 0.09, 0.09, 0.09, 0.09, 0.06], "e_tot_ha": -673.3165, "e_lumo_ev": -4.843, "charge": 1, "homo_energy_ev": -12.0, "orbital_gap_ev": 7.20}

---

> Which formula does entry 3 have?

C6H16Br3N5O10

---

> Number 2 is which compound?

C6H16BCuNNbO3